1.
Formula: C39H48ClN9O4V
Source: the Open Molecules 2025 dataset
Level of theory: the ωB97M-V functional and the def2-TZVPD basis

Output
**M**: 793.269 g/mol
**Kohn-Sham gap (spin up / spin down)**: 7.275 / 7.046 eV
**2S+1**: 3
**Largest force on an atom**: 3.11 eV/Å
**E_HOMO (spin up / spin down)**: -9.94 / -9.97 eV
**Total charge**: +1

Atoms and positions in Å:
1 V -0.164 0.789 -0.306
2 C 3.363 3.355 -1.629
3 C 2.198 2.766 -0.913
4 N 1.507 1.756 -1.344
5 N 1.764 1.326 -2.640
6 C 0.785 0.536 -2.955
7 O -0.208 0.348 -2.192
8 C 0.923 -0.281 -4.200
9 C 2.212 -0.620 -4.596
10 C 2.445 -1.360 -5.763
11 C 1.378 -1.842 -6.435
12 C 0.098 -1.529 -6.024
13 C -0.175 -0.800 -4.883
14 C 1.728 3.265 0.379
15 C 2.346 4.197 1.197
16 C 1.666 4.714 2.300
17 C 0.370 4.255 2.539
18 C -0.136 3.226 1.783
19 N 0.539 2.770 0.686
20 H 4.153 3.681 -0.972
21 H 3.643 2.570 -2.323
22 H 3.138 4.267 -2.197
23 H 2.987 -0.201 -3.990
24 H 3.449 -1.607 -6.047
25 H 1.497 -2.363 -7.372
26 H -0.761 -1.949 -6.567
27 H -1.145 -0.478 -4.533
28 H 3.340 4.582 0.987
29 H 2.156 5.497 2.965
30 H -0.177 4.741 3.318
31 H -1.014 2.665 2.098
32 C -1.901 -4.272 1.359
33 N -1.653 -2.837 1.183
34 C -2.557 -1.998 1.993
35 C -0.845 -2.235 0.309
36 N -1.194 -1.009 -0.183
37 C -2.545 -0.889 -0.598
38 C -3.346 -1.983 -0.924
39 C -4.649 -1.813 -1.295
40 C -5.107 -0.499 -1.491
41 C -4.308 0.610 -1.210
42 C -3.011 0.400 -0.655
43 N -2.110 1.426 -0.438
44 C -2.503 2.653 -0.191
45 N -2.014 3.703 -0.939
46 C -1.837 5.008 -0.385
47 C -1.327 3.515 -2.246
48 N -3.409 2.938 0.789
49 C -3.823 1.952 1.828
50 C -4.509 3.868 0.389
51 N 0.233 -2.844 -0.143
52 C 0.834 -2.378 -1.408
53 C 0.952 -3.898 0.588
54 H -2.951 -4.465 1.175
55 H -1.663 -4.535 2.378
56 H -1.204 -4.884 0.738
57 H -3.577 -2.166 1.657
58 H -2.342 -0.920 1.872
59 H -2.547 -2.327 3.065
60 H -2.918 -2.965 -0.850
61 H -5.198 -2.663 -1.666
62 H -6.071 -0.332 -1.963
63 H -4.622 1.589 -1.437
64 H -2.135 5.045 0.717
65 H -2.312 5.808 -0.961
66 H -0.823 5.266 -0.337
67 H -1.612 2.554 -2.645
68 H -0.230 3.541 -2.162
69 H -1.574 4.398 -2.885
70 H -2.962 1.279 2.027
71 H -4.672 1.343 1.513
72 H -4.028 2.579 2.726
73 H -4.293 4.333 -0.556
74 H -4.729 4.612 1.179
75 H -5.470 3.311 0.229
76 H 0.053 -2.052 -2.096
77 H 1.428 -3.199 -1.848
78 H 1.531 -1.536 -1.229
79 H 0.740 -3.855 1.666
80 H 2.013 -3.717 0.614
81 H 0.763 -4.880 0.176
82 C 4.432 -1.917 1.427
83 C 4.123 -2.841 2.570
84 C 5.074 -3.755 3.033
85 C 4.738 -4.504 4.167
86 Cl 5.886 -5.702 4.781
87 C 3.557 -4.352 4.849
88 C 2.559 -3.472 4.342
89 C 2.893 -2.743 3.210
90 O 1.977 -1.900 2.553
91 C 1.837 -0.537 3.012
92 C 1.008 0.077 1.919
93 O -0.136 0.661 2.082
94 O 1.442 -0.105 0.701
95 H 4.935 -2.485 0.623
96 H 5.129 -1.132 1.777
97 H 3.524 -1.441 1.019
98 H 5.987 -3.938 2.466
99 H 3.296 -4.965 5.699
100 H 1.683 -3.207 4.883
101 H 2.829 -0.068 3.073
102 H 1.357 -0.532 4.014


2.
Formula: C39H48N6O5S3Tl
Source: the Open Molecules 2025 dataset
Level of theory: the ωB97M-V functional and the def2-TZVPD basis

Output
**M**: 981.434 g/mol
**Kohn-Sham gap**: 5.874 eV
**Largest force on an atom**: 0.97 eV/Å
**E_HOMO**: -5.38 eV
**Total charge**: -1

Atoms and positions in Å:
1 Tl 1.187 0.538 -2.264
2 C 1.914 1.609 5.396
3 C 0.647 2.424 5.121
4 C 0.946 3.892 5.464
5 C -0.480 1.916 6.032
6 C 0.203 2.293 3.664
7 C 0.670 1.310 2.826
8 C 0.241 1.226 1.493
9 N 0.770 0.273 0.648
10 C 1.027 -0.936 1.011
11 C 0.398 -1.618 2.113
12 C 0.735 -2.876 2.448
13 C 1.769 -3.549 1.686
14 C 2.391 -3.035 0.600
15 C 2.055 -1.658 0.191
16 O 2.646 -1.055 -0.696
17 C 3.379 -3.864 -0.224
18 C 3.569 -5.265 0.359
19 C 2.834 -4.012 -1.655
20 C 4.762 -3.186 -0.250
21 C -0.014 -3.583 3.579
22 C 0.139 -2.774 4.876
23 C 0.501 -5.000 3.845
24 C -1.504 -3.676 3.211
25 C -0.607 2.224 0.935
26 O -0.850 2.090 -0.370
27 C -1.096 3.252 1.793
28 C -0.710 3.202 3.128
29 C -2.000 4.435 1.376
30 C -1.862 5.608 2.363
31 C -3.482 4.023 1.398
32 C -1.617 4.992 -0.005
33 H 2.249 1.783 6.420
34 H 2.717 1.903 4.718
35 H 1.735 0.538 5.282
36 H 1.420 3.954 6.448
37 H 0.039 4.496 5.500
38 H 1.622 4.330 4.728
39 H -0.205 2.030 7.085
40 H -0.681 0.860 5.841
41 H -1.400 2.476 5.856
42 H 1.441 0.620 3.144
43 H -0.422 -1.112 2.603
44 H 2.023 -4.554 1.988
45 H 2.629 -5.821 0.387
46 H 3.990 -5.227 1.368
47 H 4.263 -5.820 -0.274
48 H 1.871 -4.527 -1.643
49 H 3.530 -4.594 -2.263
50 H 2.692 -3.048 -2.132
51 H 5.171 -3.121 0.762
52 H 4.700 -2.188 -0.669
53 H 5.448 -3.776 -0.862
54 H 1.193 -2.670 5.144
55 H -0.374 -3.284 5.696
56 H -0.292 -1.776 4.775
57 H 1.546 -4.994 4.167
58 H 0.404 -5.637 2.964
59 H -0.090 -5.451 4.644
60 H -1.937 -2.687 3.055
61 H -2.060 -4.173 4.010
62 H -1.634 -4.245 2.289
63 H -1.118 3.943 3.800
64 H -2.358 5.404 3.314
65 H -2.349 6.482 1.929
66 H -0.815 5.856 2.550
67 H -3.744 3.593 2.367
68 H -3.710 3.298 0.627
69 H -4.108 4.906 1.231
70 H -0.578 5.330 -0.001
71 H -2.261 5.843 -0.237
72 H -1.729 4.258 -0.794
73 S -4.437 0.228 -1.494
74 C -3.046 -0.009 -0.515
75 S -2.472 -1.124 0.500
76 S -2.539 1.565 -1.033
77 O -5.139 2.778 -5.810
78 C -4.668 1.915 -6.824
79 N -3.318 1.467 -6.586
80 C -2.295 1.654 -7.459
81 O -2.433 2.150 -8.565
82 C -0.960 1.191 -6.964
83 C 0.004 0.782 -7.874
84 C 1.249 0.398 -7.410
85 C 1.487 0.447 -6.043
86 N 0.581 0.871 -5.166
87 C -0.612 1.234 -5.620
88 H -4.992 2.365 -4.951
89 H -4.667 2.480 -7.752
90 H -5.326 1.047 -6.928
91 H -3.152 0.961 -5.731
92 H -0.243 0.769 -8.928
93 H 2.023 0.070 -8.088
94 H 2.446 0.147 -5.634
95 H -1.307 1.593 -4.867
96 O 0.567 -1.806 -3.026
97 N -0.027 -2.122 -4.098
98 C 0.720 -2.489 -5.117
99 C 2.151 -2.532 -5.106
100 N 3.304 -2.543 -5.086
101 C 0.083 -2.818 -6.352
102 N -0.363 -3.086 -7.380